The following is a quantum chemistry calculation of a molecular structure, C19H23F5NPTc at a distorted geometry, from the OMol25 dataset.

Summary:
ΔE to the lowest compared entry with this formula, charge and spin = 11.4 kJ/mol
2S+1 = 4
Orbital gap (alpha / beta) = 0.240 / 0.196 Eh
HOMO energy (alpha / beta) = -14.59 / -14.59 eV
Max |F| = 4.00 eV Å⁻¹
Total charge = +2
Energy = -1713.23855 a.u.
Lowest unoccupied orbital energy (alpha / beta) = -8.1 / -9.3 eV

```
50
Properties=species:S:1:pos:R:3:forces:R:3
C 3.815070 -0.450755 -1.546251 0.05 0.19 0.06
C 2.648905 -0.314801 -2.298784 -0.37 -0.14 0.07
C 1.419570 -0.062695 -1.673214 1.31 0.12 0.04
C 1.418911 0.247845 -0.305283 -1.21 -0.65 0.52
C 2.561156 -0.002010 0.467008 1.01 0.12 -0.38
C 3.770158 -0.314426 -0.158785 -0.13 -0.18 0.18
C 0.160454 -0.126803 -2.468395 -0.32 0.15 -0.53
C 0.089283 -1.441181 -3.314143 -0.09 0.72 -0.72
N 0.113178 -2.654744 -2.548917 -0.34 -0.38 -0.23
Tc -0.222941 1.220512 0.596074 -2.74 0.73 -2.65
C 2.472165 0.103806 1.958594 -0.37 0.43 0.37
P 0.682678 0.372333 2.395586 3.28 -1.17 1.96
H 2.681999 -0.415508 -3.386119 0.15 -0.06 0.30
H 4.661718 -0.448919 0.457846 -0.18 -0.05 -0.32
H 4.755162 -0.676261 -2.047671 -0.19 0.11 0.14
H 3.033558 0.961929 2.360505 -0.05 -0.23 -0.20
H 2.825735 -0.799488 2.480705 0.00 0.29 -0.19
H -0.741784 -0.023076 -1.842741 0.18 -0.12 -0.15
H 0.136738 0.707565 -3.189389 -0.17 -0.38 0.04
H -0.860586 -1.427278 -3.882569 0.33 -0.06 0.18
C 0.741543 1.097083 4.037575 -0.45 0.51 0.26
C 0.113046 -1.338152 2.629885 -0.88 0.10 -0.25
H 0.930032 -1.466610 -4.022697 -0.36 0.00 0.27
C 1.190678 -3.591760 -2.658748 0.68 -0.46 0.47
C -1.083903 -3.064281 -1.875212 -0.58 0.19 0.78
H 0.438817 2.669819 -0.100561 0.16 -0.02 -0.32
H 1.186670 -4.116373 -3.632837 -0.18 0.32 0.15
H 2.159344 -3.076967 -2.557605 -0.33 -0.01 -0.13
H 1.095976 -4.345237 -1.864901 0.03 0.22 -0.32
H -1.687840 -3.757940 -2.492273 0.37 0.20 0.00
H -0.833585 -3.587414 -0.938759 -0.04 0.13 -0.37
H -1.701195 -2.181489 -1.655696 0.14 -0.31 -0.12
H 0.913719 -1.925237 3.098516 -0.28 0.18 -0.09
H -0.778748 -1.305512 3.269495 0.20 -0.26 -0.12
H -0.164976 -1.775321 1.660056 0.14 -0.08 0.33
H 1.768004 1.416007 4.256453 -0.32 -0.05 0.00
H 0.072810 1.965940 4.051391 0.18 -0.13 0.25
H 0.398982 0.366900 4.781613 0.13 0.21 -0.16
H 0.437353 2.813667 0.698107 0.45 0.40 1.18
F -2.987404 0.742160 -0.864390 0.09 0.43 0.19
C -3.202834 1.736693 0.048632 -0.78 0.54 0.21
C -2.175217 2.100320 0.912199 0.72 -0.94 -0.04
C -2.486015 3.016162 1.913797 -0.31 0.52 0.19
F -1.538015 3.347164 2.836263 -0.55 -0.15 -0.64
C -3.738127 3.631328 2.001562 0.47 0.57 0.88
F -3.991605 4.539864 2.965809 0.19 -0.84 -0.88
C -4.718235 3.313265 1.065574 -0.82 0.46 -0.01
F -5.914683 3.927692 1.098450 1.33 -0.73 -0.01
C -4.454142 2.352727 0.090640 -0.30 -0.60 -0.91
F -5.411584 2.039460 -0.806396 0.73 0.18 0.73
```
Forces are in eV/Å.

The following is a quantum chemistry calculation of C5H5N3 in the gas phase at a distorted geometry, from the OMol25 dataset.

Summary:
ΔE to the lowest compared entry with this formula, charge and spin = 655.4 kJ/mol
Orbital gap = 0.341 Eh
HOMO energy = -9.70 eV
Max |F| = 16.77 eV Å⁻¹
Total charge = 0
Energy = -357.52300 a.u.
Lowest unoccupied orbital energy = -0.4 eV

```
13
Properties=species:S:1:pos:R:3:forces:R:3
C -2.311684 -1.079908 0.093112 2.57 1.82 4.09
C -1.157328 -0.560900 0.353976 -14.48 -8.46 0.26
C -0.076980 0.059471 0.158673 10.11 3.24 -4.81
N -0.395449 1.348862 -0.329231 3.23 5.18 -0.88
C 0.905023 -0.716809 -0.890005 3.32 2.03 4.15
N 2.183000 -0.718082 -0.595937 -4.30 -1.36 0.10
N 2.160912 -0.500254 0.789665 -1.84 3.66 2.63
C 1.014388 0.110349 1.127985 3.03 -0.88 1.63
H -3.314233 -1.299148 0.709341 2.55 0.41 -2.17
H 0.498190 2.010253 -0.497192 -2.45 -2.16 0.73
H -0.964415 1.533017 -1.147477 -0.26 -1.11 0.15
H 0.647073 -0.913714 -1.791493 -2.18 -1.35 -6.00
H 0.811498 0.726868 2.018583 0.71 -1.02 0.13
```
Forces are in eV/Å.

The following is a quantum chemistry calculation of 2 unconnected molecules or ions with the total composition C10H10N2 at a distorted geometry, from the OMol25 dataset.

Summary:
ΔE to the lowest compared entry with this formula, charge and spin = 331.8 kJ/mol
Orbital gap = 0.336 Eh
HOMO energy = -8.50 eV
Max |F| = 3.39 eV Å⁻¹
Total charge = 0
Energy = -496.47073 a.u.
Lowest unoccupied orbital energy = 0.6 eV

```
22
Properties=species:S:1:pos:R:3:forces:R:3
C -2.373351 1.072387 0.582358 -0.68 2.35 1.12
C -3.535263 0.325614 0.440733 -1.35 0.98 0.87
C -3.478579 -0.824262 -0.314283 -1.82 0.16 0.16
N -2.391910 -1.192605 -0.938919 1.91 -1.61 0.15
C -1.259204 -0.562614 -0.659409 1.34 0.82 -0.98
C -1.216091 0.677210 -0.002254 -0.83 -0.21 -0.51
H -2.296468 2.048816 1.169560 -0.71 -1.39 -0.82
H -4.511564 0.711764 0.848239 1.19 -0.72 -0.24
H -4.367454 -1.485209 -0.404984 0.58 0.64 -0.21
H -0.237841 -0.949658 -0.981884 -1.88 0.04 -0.22
H -0.304913 1.253674 0.127097 -2.40 0.02 -0.29
C 3.507129 -0.311767 -0.315798 -0.33 0.31 -0.26
C 2.819849 -1.162329 0.569936 1.05 -0.76 -0.26
C 1.547102 -0.869759 0.994825 -0.87 0.88 -0.23
N 0.945785 0.221818 0.528492 3.25 -0.19 0.93
C 1.574477 1.045034 -0.299092 0.01 0.05 -0.65
C 2.887347 0.869793 -0.753901 -1.28 -1.78 1.21
H 4.466969 -0.633379 -0.742883 -0.39 0.25 0.40
H 3.288031 -2.106276 0.834199 -0.03 0.13 0.11
H 0.823118 -1.437268 1.609951 1.20 -0.27 -0.14
H 0.889372 1.806070 -0.770893 1.16 -0.35 0.53
H 3.223467 1.502938 -1.521088 0.87 0.68 -0.67
```
Forces are in eV/Å.

The following is a quantum chemistry calculation of 2 unconnected molecules or ions with the total composition C22H44N2O2 at a distorted geometry, from the OMol25 dataset.

Summary:
2S+1 = 3
Orbital gap (alpha / beta) = 0.328 / 0.352 Eh
HOMO energy (alpha / beta) = -8.18 / -9.27 eV
Max |F| = 1.79 eV Å⁻¹
Total charge = 0
Energy = -1124.50792 a.u.
Lowest unoccupied orbital energy (alpha / beta) = 0.8 / 0.3 eV

```
70
Properties=species:S:1:pos:R:3:forces:R:3
C -0.273505 -2.969685 -0.026733 -0.59 -0.15 0.43
C -1.626210 -2.239173 -0.049708 0.45 0.09 0.05
C -1.686594 -0.950634 -0.871783 -0.03 -0.10 -0.30
C -0.887936 0.143903 -0.173125 -0.51 -0.23 0.13
C -1.350770 -1.117771 -2.381057 0.19 -0.14 0.55
C 0.140858 -0.845629 -2.674189 -0.48 -0.15 -0.54
C 0.739454 -1.442779 -3.973756 1.12 0.20 0.13
C 0.837595 -0.383324 -5.067501 -0.42 -0.49 -0.50
C 2.192251 -1.863264 -3.678716 -0.34 0.13 -0.12
N 0.018470 -2.658937 -4.440274 -0.12 -0.01 1.40
O 0.447553 -3.745162 -3.887723 0.04 0.16 -0.50
C -1.457192 -2.600552 -4.408594 -1.13 -1.02 -0.63
C -1.977577 -3.977248 -4.908791 0.07 0.39 0.33
C -2.051853 -1.543221 -5.329864 0.81 0.16 -0.34
C -1.905099 -2.425161 -2.955062 0.68 0.99 -0.54
H 0.576240 -2.308460 -0.121524 0.19 0.12 -0.17
H -0.242880 -3.759933 -0.765316 0.29 0.00 -0.38
H -0.169489 -3.460452 0.935791 0.10 -0.15 0.18
H -1.878895 -1.979832 0.975612 -0.13 0.15 0.16
H -2.396976 -2.925962 -0.378698 -0.19 -0.19 -0.09
H -2.726712 -0.626226 -0.847123 -0.26 -0.02 0.00
H -0.850777 1.062209 -0.749637 0.21 0.14 -0.15
H 0.099251 -0.187779 0.119036 0.36 0.14 -0.14
H -1.396969 0.374861 0.755753 -0.05 0.12 0.23
H -1.908710 -0.331288 -2.879362 -0.08 0.27 -0.13
H 0.782454 -1.120727 -1.855170 0.02 -0.35 0.36
H 0.235264 0.230940 -2.757298 0.17 0.28 0.04
H 1.567389 0.359577 -4.787377 0.09 0.34 0.20
H -0.110747 0.093285 -5.282382 0.00 0.22 -0.01
H 1.194548 -0.846440 -5.985397 0.02 -0.04 -0.16
H 2.794119 -0.962595 -3.652443 0.20 0.16 0.15
H 2.279928 -2.377343 -2.732567 0.02 -0.20 0.14
H 2.575366 -2.508125 -4.458166 0.09 -0.13 -0.21
H -1.252546 -4.477109 -5.536462 0.08 -0.03 -0.22
H -2.914624 -3.848086 -5.436520 -0.12 0.02 -0.22
H -2.188371 -4.618336 -4.064457 0.12 -0.30 0.19
H -1.543145 -1.603730 -6.289467 0.02 0.03 -0.22
H -3.092924 -1.751116 -5.521418 -0.36 0.02 0.19
H -1.934484 -0.525766 -4.977455 -0.17 0.10 0.13
H -1.562127 -3.304387 -2.431659 -0.08 -0.19 0.32
H -2.987179 -2.338540 -2.961647 -0.29 -0.36 0.22
C 0.741726 1.490454 5.939728 -0.20 0.08 -0.05
C 1.497319 1.476217 4.579092 -0.18 -0.33 1.33
C 2.601155 2.546526 4.542190 0.11 0.34 -0.40
C 2.137821 3.970365 4.223446 -0.07 -0.07 0.08
C 1.197237 3.988319 3.020457 0.45 -0.02 0.05
C 0.021297 3.031677 3.198925 -1.05 0.68 0.39
N 0.526632 1.652401 3.458758 1.42 0.34 -1.04
O 0.964085 1.114883 2.367657 -0.46 -0.22 0.21
C -0.877091 3.539085 4.341062 0.05 -0.11 0.19
C -0.854644 3.026137 1.952672 0.08 -0.17 -0.31
C 2.173818 0.112397 4.475150 0.01 -0.16 -0.36
H -0.336480 1.545451 5.808416 0.03 0.01 -0.05
H 0.918193 0.571922 6.498003 0.18 0.00 -0.04
H 1.045227 2.323436 6.575956 -0.02 0.03 -0.04
H 3.336456 2.259981 3.784040 -0.09 -0.08 -0.05
H 3.126974 2.536132 5.498405 -0.01 -0.10 0.03
H 1.659761 4.423939 5.095665 -0.07 -0.02 -0.02
H 3.011835 4.588066 4.007872 0.01 -0.01 0.04
H 0.817265 4.998294 2.853686 -0.09 -0.01 0.01
H 1.758004 3.715601 2.121056 -0.07 -0.13 0.00
H -1.717766 2.862822 4.503740 0.01 -0.01 -0.03
H -1.282678 4.515446 4.075249 0.02 -0.01 -0.13
H -0.359116 3.665311 5.288419 0.01 -0.03 -0.03
H -0.295931 2.778162 1.052794 0.05 -0.08 0.07
H -1.294021 4.012881 1.805385 0.03 0.06 0.13
H -1.670699 2.309962 2.054908 0.02 -0.02 0.02
H 1.436380 -0.689467 4.417382 -0.02 0.02 0.01
H 2.783735 -0.046104 5.364353 -0.03 0.07 0.08
H 2.827054 0.039701 3.607764 -0.11 0.01 -0.05
```
Forces are in eV/Å.

The following is a quantum chemistry calculation of 2 unconnected molecules or ions with the total composition CH2BrNO3 at a distorted geometry, from the OMol25 dataset.

Summary:
ΔE to the lowest compared entry with this formula, charge and spin = 343.2 kJ/mol
Orbital gap = 0.282 Eh
HOMO energy = -9.91 eV
Max |F| = 4.41 eV Å⁻¹
Total charge = 0
Energy = -2893.55683 a.u.
Lowest unoccupied orbital energy = -2.2 eV

```
8
Properties=species:S:1:pos:R:3:forces:R:3
C 1.207491 0.629046 0.234507 -1.51 -4.14 0.15
N -1.423203 -0.473740 -0.163155 -0.94 -0.44 -0.45
O -1.620994 0.683001 0.069355 0.84 2.60 0.61
O -2.333847 -1.249643 -0.213051 -0.26 -1.88 -0.22
O -0.213559 -0.899447 -0.419997 1.69 1.23 0.62
Br 2.701249 -0.325443 -0.178976 0.35 0.20 0.19
H 0.921560 1.275056 -0.549190 -0.62 1.15 -0.01
H 0.761300 0.361168 1.220505 0.45 1.27 -0.89
```
Forces are in eV/Å.

The following is a quantum chemistry calculation of C26H32N2O2 in the gas phase, from the OMol25 dataset.

Summary:
ΔE to the lowest compared entry with this formula, charge and spin = 227.6 kJ/mol
Orbital gap = 0.279 Eh
HOMO energy = -7.63 eV
Max |F| = 0.76 eV Å⁻¹
Total charge = 0
Energy = -1269.92467 a.u.
Lowest unoccupied orbital energy = 0.0 eV

```
62
Properties=species:S:1:pos:R:3:forces:R:3
C -2.132895 -2.561529 2.511798 0.19 -0.21 -0.01
C -0.921076 -3.193263 1.838178 -0.10 0.31 -0.04
C -0.355785 -2.275195 0.756517 0.12 -0.38 0.20
C 0.817674 -2.886241 -0.024238 -0.12 0.23 -0.02
N 0.474579 -3.111427 -1.422621 0.21 -0.20 -0.11
C -0.435715 -4.228821 -1.566587 0.04 0.08 -0.02
C 1.642677 -3.261894 -2.269714 0.21 0.22 0.19
C 2.307553 -1.921325 -2.620297 -0.56 -0.08 0.05
O 3.510065 -2.129406 -3.321244 0.22 -0.06 -0.28
C 1.371745 -0.997091 -3.434551 0.68 -0.21 0.07
N 0.260584 -0.515030 -2.669443 -0.20 0.25 -0.08
C 0.366048 0.358992 -1.638903 -0.37 0.21 0.35
C -0.857771 0.558618 -1.033718 0.39 -0.35 -0.53
C -1.169425 1.375431 0.093073 0.29 0.52 0.47
C -0.322305 2.184899 0.758288 -0.34 -0.47 -0.43
C -0.776731 2.941095 1.921946 -0.34 0.02 0.21
O -1.870111 2.763839 2.438858 0.23 0.05 -0.04
C 0.176594 3.938809 2.481073 0.05 0.27 0.26
C 0.130156 4.211110 3.846998 -0.06 -0.10 -0.09
C 0.982688 5.138188 4.409469 0.01 0.00 -0.06
C 1.892320 5.836575 3.621728 -0.03 0.00 -0.08
C 2.824064 6.832615 4.240773 0.04 -0.04 0.02
C 1.920495 5.581285 2.256182 0.06 0.08 0.07
C 1.079311 4.642290 1.689237 -0.14 -0.19 0.04
C -1.784916 -0.269145 -1.756426 0.35 -0.05 -0.28
C -3.150773 -0.508261 -1.632709 -0.02 -0.06 -0.03
C -3.748731 -1.383996 -2.512223 -0.19 0.04 0.14
C -3.012350 -2.015688 -3.515817 0.11 -0.08 -0.12
C -1.658795 -1.795105 -3.659362 0.05 -0.08 -0.12
C -1.045409 -0.925373 -2.767624 -0.57 0.20 0.18
H -2.517939 -3.207806 3.297207 -0.11 0.01 0.09
H -2.924216 -2.392630 1.784709 -0.13 0.05 -0.06
H -1.866875 -1.603347 2.951915 -0.03 0.14 0.07
H -0.149522 -3.390353 2.586537 0.03 -0.11 -0.01
H -1.208683 -4.151767 1.400071 0.08 -0.09 -0.01
H -0.038512 -1.342390 1.225521 -0.05 0.08 -0.02
H -1.144727 -2.022279 0.048396 -0.02 0.06 -0.01
H 1.666069 -2.202133 0.004524 0.05 -0.05 0.03
H 1.140195 -3.828217 0.453817 0.06 0.01 -0.02
H -1.327749 -4.039093 -0.976037 -0.14 -0.06 0.04
H -0.737251 -4.320218 -2.608849 -0.05 -0.04 -0.02
H 0.009512 -5.181955 -1.239316 0.00 -0.04 0.04
H 1.325505 -3.733423 -3.206251 0.04 -0.01 -0.03
H 2.411140 -3.912457 -1.813852 -0.04 -0.01 -0.09
H 2.604941 -1.397351 -1.707319 -0.09 -0.02 -0.05
H 3.331565 -2.669579 -4.100219 0.03 0.00 0.04
H 0.993153 -1.535459 -4.306652 0.03 0.06 0.01
H 1.972254 -0.149056 -3.785360 -0.12 -0.13 -0.03
H 1.314926 0.799441 -1.398281 0.22 0.06 0.04
H -2.191711 1.336817 0.448370 -0.09 0.05 0.10
H 0.711991 2.278406 0.466467 0.12 0.01 -0.09
H -0.586601 3.677694 4.453747 -0.07 -0.03 0.03
H 0.941727 5.332513 5.471966 -0.01 0.02 0.11
H 3.243147 7.496237 3.488335 0.05 0.07 0.00
H 2.307461 7.429013 4.990145 0.02 0.07 0.05
H 3.646717 6.315395 4.735886 0.07 0.04 0.04
H 2.609265 6.128464 1.627471 0.05 0.06 -0.05
H 1.105019 4.482911 0.621084 0.02 -0.05 -0.09
H -3.727341 -0.017619 -0.863246 -0.09 0.05 0.08
H -4.806628 -1.586172 -2.432360 -0.08 0.00 0.02
H -3.515913 -2.690212 -4.192685 -0.02 -0.05 -0.07
H -1.104684 -2.288330 -4.444381 0.06 -0.07 -0.07
```
Forces are in eV/Å.